(1)
91
Properties=species:S:1:pos:R:3:mulliken_charge:R:1 method="wB97M-V/def2-TZVPD" multiplicity=2 s_squared=0.753 gap_ev="8.254 / 8.500" charge=+2 e_tot_ha=-6918.2355 e_lumo_ha="-0.1996 / -0.1993"
Ti -0.1708 -0.4656 0.7168 -0.012
O 1.8210 -3.2655 3.1277 -0.594
C 1.1596 -2.3742 2.6621 -0.963
N 1.3184 -1.7045 1.4666 1.335
C 2.3151 -2.0991 0.5822 -1.036
O 2.8114 -3.1812 0.4355 -0.547
C 2.7092 -0.8963 -0.2490 0.247
C 3.9722 -0.7782 -0.7990 -0.631
C 4.3220 0.4252 -1.3911 -0.952
C 3.3838 1.4497 -1.4245 -0.957
C 2.1300 1.2226 -0.8894 -0.521
N 1.7856 0.0764 -0.3048 1.679
C -0.0233 -1.8223 3.4173 0.232
C -0.2886 -2.2170 4.7143 -0.207
C -1.4079 -1.6994 5.3488 -1.042
C -2.2192 -0.8077 4.6612 -0.773
C -1.8802 -0.4587 3.3673 -1.100
N -0.8019 -0.9544 2.7524 1.875
H 4.6562 -1.6122 -0.7195 0.634
H 5.3109 0.5700 -1.8051 0.515
H 3.6200 2.4123 -1.8574 0.544
H 1.3742 1.9988 -0.8966 0.133
H 0.3798 -2.9238 5.1867 0.646
H -1.6464 -1.9875 6.3639 0.530
H -3.1012 -0.3830 5.1192 0.583
H -2.4827 0.2403 2.7989 0.338
C -0.2483 -1.4126 -3.2668 -1.276
N 0.3204 -0.0725 -3.2119 0.905
C 1.6571 -0.0811 -3.8010 -1.340
C -0.5346 0.8639 -3.9349 -1.185
C -0.4234 2.2854 -3.4069 -0.510
N -1.3453 2.5329 -2.2431 0.969
C -0.9530 3.7565 -1.4922 -0.847
C -2.7622 2.6717 -2.6885 -0.947
H -0.3958 -1.7705 -4.2960 0.446
H -1.2046 -1.4176 -2.7505 -0.014
H 0.4170 -2.1112 -2.7592 0.327
H 1.6344 -0.4076 -4.8500 0.402
H 2.3009 -0.7615 -3.2451 0.255
H 2.1019 0.9129 -3.7687 0.454
H -1.5676 0.5241 -3.8313 0.424
H -0.3311 0.8638 -5.0146 0.488
H -0.6809 3.0258 -4.1645 0.414
H 0.5891 2.4851 -3.0581 0.322
H -0.9087 4.5949 -2.1842 0.392
H 0.0178 3.6045 -1.0299 0.191
H -1.6945 3.9514 -0.7214 0.384
H -2.8441 3.5774 -3.2863 0.419
H -3.4006 2.7481 -1.8133 0.376
H -3.0552 1.8130 -3.2832 0.359
C -2.9862 0.4556 -0.0450 -0.975
O -1.5755 0.5771 -0.0115 -0.104
H -3.4588 1.3430 0.3863 0.276
H -3.3288 -0.4161 0.5195 0.229
H -3.3441 0.3308 -1.0715 0.334
H -1.2780 1.7317 -1.5771 -0.466
C 0.8730 3.5554 1.8776 -1.196
As 0.9856 1.6485 2.2660 1.055
C 2.8987 1.4140 2.5204 -1.289
C 0.4201 1.7055 4.1271 -1.290
H 1.3230 4.1177 2.6944 0.502
H -0.1703 3.8511 1.7762 0.370
H 1.4125 3.7948 0.9609 0.363
H 3.2144 1.9283 3.4263 0.523
H 3.4464 1.8206 1.6711 0.326
H 3.1225 0.3520 2.6122 0.324
H 1.0083 2.4538 4.6562 0.538
H 0.5774 0.7350 4.5961 0.330
H -0.6337 1.9698 4.1955 0.409
C -3.4351 -4.6306 1.9012 -1.511
C -2.6314 -3.3346 1.8766 -0.187
As -1.6709 -2.9298 0.2018 0.475
C -0.4960 -4.4897 0.1020 -0.850
C 0.2521 -4.6287 -1.2180 -1.035
C -3.1669 -3.4130 -0.9853 -0.761
C -3.1180 -3.1033 -2.4734 -1.065
H -3.8387 -4.7880 2.9020 0.442
H -2.8225 -5.4998 1.6640 0.314
H -4.2794 -4.6099 1.2148 0.330
H -1.8831 -3.3537 2.6681 0.036
H -3.2850 -2.4818 2.0750 0.427
H -1.1197 -5.3650 0.2850 0.621
H 0.2089 -4.4102 0.9327 0.431
H -0.4260 -4.6506 -2.0725 0.302
H 0.8199 -5.5587 -1.2268 0.423
H 0.9707 -3.8210 -1.3577 0.017
H -4.0428 -2.9403 -0.5345 0.584
H -3.2866 -4.4863 -0.8311 0.606
H -3.2102 -2.0333 -2.6672 0.148
H -3.9569 -3.5906 -2.9710 0.443
H -2.2067 -3.4633 -2.9490 0.185

=====

(2)
108
Properties=species:S:1:pos:R:3:mulliken_charge:R:1 method="wB97M-V/def2-TZVPD" gap_ev=4.032 charge=-1 e_tot_ha=-5930.4721 e_lumo_ha=0.0607
Ti -0.8399 0.2536 0.1054 -0.031
O -5.0209 0.0248 0.0294 -0.805
C -3.8615 -0.2947 0.2136 0.169
O -2.8241 0.4360 -0.0247 -0.169
C -3.5114 -1.6412 0.8433 0.144
C -2.6266 -1.3785 2.0781 -0.200
C -2.5984 -2.5975 2.9912 -1.043
C -1.7625 -3.5867 2.1454 -0.921
C -1.3848 -2.7323 0.9373 -0.115
O -1.2893 -1.4004 1.5106 0.756
C -2.5600 -2.5447 -0.0216 0.434
C -2.0701 -1.8653 -1.3057 -0.434
O -2.6459 -2.0313 -2.3575 -0.764
O -0.9771 -1.1517 -1.1562 -0.675
H -4.4375 -2.1516 1.1023 0.559
H -2.7975 -0.4208 2.5634 0.578
H -2.0984 -2.3589 3.9294 0.358
H -3.6037 -2.9552 3.2111 0.402
H -0.8689 -3.9081 2.6798 0.261
H -2.3198 -4.4743 1.8455 0.389
H -0.4420 -2.9789 0.4587 -0.050
H -3.0428 -3.4769 -0.3110 0.575
Cl 1.2572 3.8613 6.4764 -0.227
C 0.5849 3.0941 5.0812 0.280
C 1.0361 1.8427 4.6748 0.325
Cl 2.2875 1.0646 5.5726 -0.203
C 0.5015 1.2228 3.5497 0.481
Cl 1.0754 -0.3301 3.0828 -0.047
C -0.4963 1.8442 2.7743 -2.538
O -0.9786 1.3394 1.6841 0.549
C -0.9500 3.0997 3.2250 1.081
Cl -2.2012 3.8693 2.3176 -0.226
C -0.4221 3.7166 4.3503 0.296
Cl -1.0112 5.2617 4.8486 -0.226
N 5.1332 -6.6500 0.8966 0.044
C 5.9344 -7.6618 0.4123 0.701
C 6.7254 -8.6200 1.0377 -1.015
C 7.4032 -9.4977 0.2143 -0.388
C 7.2968 -9.4220 -1.1845 -0.460
C 6.5109 -8.4662 -1.7956 -0.739
C 5.8193 -7.5704 -0.9816 0.487
N 4.9725 -6.5294 -1.3252 -0.669
C 4.5905 -6.0129 -0.1902 -0.186
C 3.6661 -4.8716 -0.0568 1.136
C 3.2013 -4.4299 1.1769 -0.923
C 2.3194 -3.3606 1.2136 -0.489
N 1.8902 -2.7257 0.1278 0.384
C 2.3403 -3.1523 -1.0500 -0.291
C 3.2227 -4.2118 -1.1961 -1.045
H 4.9932 -6.4042 1.8598 0.158
H 6.8094 -8.6785 2.1149 0.375
H 8.0297 -10.2607 0.6567 0.370
H 7.8438 -10.1304 -1.7925 0.373
H 6.4270 -8.4027 -2.8719 0.429
H 3.5003 -4.8935 2.1088 0.217
H 1.9462 -2.9927 2.1642 0.407
H 1.9732 -2.6152 -1.9178 0.527
H 3.5656 -4.5294 -2.1705 0.510
C 0.3762 0.6590 -3.2301 -0.655
C -0.5672 1.6540 -2.6581 0.880
N -0.9522 1.7465 -1.4057 1.104
C -1.8143 2.8236 -1.3165 -1.006
C -1.9467 3.3897 -2.5320 -0.734
N -1.1702 2.6264 -3.3945 0.264
C -0.9316 2.9270 -4.7760 -1.672
N 0.1281 3.8852 -4.9958 0.804
N 1.4094 3.4739 -5.1227 -0.385
N 2.1858 4.4862 -5.1946 -0.682
C 1.4132 5.6291 -5.0945 0.115
C 1.7758 6.9792 -5.1169 -0.665
C 0.7657 7.9025 -4.9974 -0.480
C -0.5835 7.5044 -4.8593 -0.649
C -0.9546 6.1809 -4.8379 -0.624
C 0.0814 5.2473 -4.9598 1.452
H 0.8027 0.0807 -2.4165 -0.659
H 1.1751 1.1587 -3.7794 0.483
H -0.1516 -0.0280 -3.8961 0.355
H -2.2839 3.0796 -0.3832 0.456
H -2.5258 4.2283 -2.8727 0.404
H -1.8470 3.3446 -5.1956 0.489
H -0.6719 2.0167 -5.3118 0.357
H 2.8110 7.2731 -5.2194 0.424
H 1.0024 8.9578 -5.0047 0.363
H -1.3466 8.2653 -4.7608 0.368
H -1.9895 5.8886 -4.7253 0.347
C 5.3447 3.4760 3.7432 -1.662
C 4.5769 2.7613 2.6623 0.659
C 3.4192 3.2875 2.1149 -0.946
C 2.6635 2.6168 1.1564 0.518
C 1.5503 3.3585 0.4782 -0.955
C 3.0318 1.3048 0.7530 0.562
C 2.2335 0.4326 -0.0547 -0.861
O 0.9111 0.3606 0.0204 0.621
C 4.2879 0.8220 1.2220 1.281
C 4.7968 -0.5095 0.7448 -1.483
C 5.0121 1.5364 2.1544 -0.969
H 4.8649 4.4218 3.9978 0.345
H 6.3728 3.6909 3.4398 0.366
H 5.3931 2.8771 4.6563 0.303
H 3.0957 4.2787 2.4242 0.235
H 1.5721 4.4137 0.7602 0.483
H 0.5634 2.9736 0.7079 -0.157
H 1.6630 3.2823 -0.6089 0.177
H 2.6955 -0.3888 -0.5842 0.136
H 4.0861 -1.3081 0.9819 0.065
H 5.7548 -0.7441 1.2106 0.364
H 4.9355 -0.5236 -0.3404 0.327
H 5.9440 1.1144 2.5227 0.256

=====

(3)
55
Properties=species:S:1:pos:R:3:nbo_charge:R:1 method="wB97M-V/def2-TZVPD" gap_ev=7.728 charge=+3 e_tot_ha=-7507.4633 e_lumo_ha=-0.3463
Al 0.1922 -0.5883 0.0050 2.009
S -1.0992 6.5222 -1.0915 1.090
N -0.9518 5.3394 -2.1648 -0.580
C -0.7861 4.2278 -1.4695 0.154
C -0.6061 2.9027 -2.0283 -0.083
C -0.6777 2.6062 -3.3932 -0.062
C -0.5723 1.2939 -3.8063 -0.210
C -0.3543 0.3032 -2.8599 0.076
N -0.2362 0.5741 -1.5549 -0.655
C -0.3970 1.8559 -1.1364 0.227
C -0.4467 2.0617 0.3071 0.233
N -0.3210 0.9525 1.0852 -0.671
C -0.5132 1.0603 2.4014 0.113
C -0.8036 2.2709 3.0102 -0.226
C -0.8773 3.4113 2.2383 -0.040
C -0.7059 3.3126 0.8518 -0.067
C -0.8341 4.4271 -0.0671 0.075
N -1.0346 5.6868 0.2771 -0.562
H -0.8444 3.4095 -4.1021 0.279
H -0.6614 1.0242 -4.8502 0.273
H -0.2816 -0.7364 -3.1549 0.227
H -0.4208 0.1529 2.9846 0.229
H -0.9591 2.3066 4.0800 0.272
H -1.0843 4.3810 2.6760 0.277
Br 0.8825 -5.9548 3.6868 0.275
C 0.7536 -4.5193 2.5314 -0.008
C 1.8898 -3.9776 1.9389 -0.246
C 1.7453 -2.8825 1.1248 0.108
N 0.5486 -2.3238 0.8475 -0.690
C -0.5646 -2.9036 1.3696 0.188
C -0.4932 -3.9751 2.2261 -0.233
C -1.8427 -2.3351 0.8650 0.259
C -3.0816 -2.8098 1.2234 -0.243
C -4.2119 -2.2710 0.6125 -0.022
Br -5.8963 -2.8846 1.0679 0.265
C -4.0498 -1.2785 -0.3463 -0.237
C -2.7764 -0.8404 -0.6303 0.090
N -1.6796 -1.3437 -0.0411 -0.660
H 2.8681 -4.4024 2.1165 0.277
H 2.6112 -2.4335 0.6612 0.228
H -1.3857 -4.4167 2.6452 0.264
H -3.1951 -3.5959 1.9558 0.261
H -4.9016 -0.8539 -0.8596 0.275
H -2.6290 -0.0525 -1.3567 0.222
I 2.8849 0.1321 2.4322 0.313
C 3.1939 -0.0424 0.3776 0.091
C 4.5001 0.1013 -0.0541 -0.263
C 4.8068 -0.1190 -1.3865 -0.066
C 3.7932 -0.5050 -2.2493 -0.213
C 2.5189 -0.6109 -1.7551 0.058
N 2.1807 -0.3653 -0.4632 -0.694
H 5.2718 0.3661 0.6552 0.273
H 5.8271 -0.0151 -1.7337 0.271
H 3.9873 -0.7230 -3.2906 0.270
H 1.7201 -0.9222 -2.4088 0.211

=====

(4)
19
Properties=species:S:1:pos:R:3:nbo_charge:R:1 method="wB97M-V/def2-TZVPD" multiplicity=2 s_squared=0.758 gap_ev="8.916 / 5.703" charge=+1 e_tot_ha=-347.7720 e_lumo_ha="-0.2384 / -0.3550"
O 1.2002 -2.2181 1.3486 -0.057
C 1.1212 -1.5067 0.2843 0.456
C 0.8893 -0.0818 0.3217 -0.534
C -0.3861 0.3938 -0.5025 -0.190
C -0.1713 -0.0216 -1.9349 -0.641
C -0.4175 1.8984 -0.5155 -0.611
H 0.9589 -2.0224 -0.7130 0.298
H 1.9050 0.3753 -0.0404 0.327
H 0.8104 0.1105 1.4604 0.298
H -1.2543 -0.0891 -0.0365 0.246
H -0.5935 -1.0280 -2.0331 0.211
H -0.6993 0.6100 -2.6578 0.263
H 0.8741 -0.1027 -2.2330 0.212
H -0.3239 2.1888 0.5766 0.228
H -1.3455 2.4011 -0.9234 0.264
H 0.5001 2.1784 -1.1373 0.217
H -1.6278 -0.9213 3.5484 0.522
H -0.4262 -1.4624 2.4511 0.464
O -1.0137 -0.7018 2.7361 -0.976

=====

(5)
17
Properties=species:S:1:pos:R:3:nbo_charge:R:1 method="wB97M-V/def2-TZVPD" gap_ev=8.832 e_tot_ha=-1841.0562 e_lumo_ha=-0.0583
C -0.2778 1.7795 0.8364 0.157
C -1.4000 1.3601 1.3125 -0.408
N -1.0116 -1.1864 -1.4701 -1.295
N 0.2368 -1.3893 1.1254 -1.267
N 1.6791 -0.7607 -1.2748 -1.354
O 0.4307 0.9150 -0.0141 -0.897
F -2.3639 -2.0370 0.5771 -0.490
F -0.3571 1.0190 -2.3534 -0.525
F 0.5457 -0.7763 -3.4467 -0.531
F 2.2985 0.3570 1.3517 -0.523
F 2.6906 -1.7595 0.7406 -0.562
P -0.9658 -1.4048 0.1230 2.240
P 0.3387 -0.3501 -1.9582 2.476
P 1.5270 -0.6084 0.3594 2.420
H 0.2700 2.6954 0.9064 0.208
H -1.6382 0.3062 1.0097 0.106
H -2.0028 1.8400 2.1750 0.246

=====

(6)
44
Properties=species:S:1:pos:R:3:nbo_charge:R:1 method="wB97M-V/def2-TZVPD" multiplicity=4 s_squared=3.752 gap_ev="8.495 / 8.506" charge=+1 e_tot_ha=-3506.3595 e_lumo_ha="-0.1250 / -0.1249"
Nd -0.9637 -0.5493 -0.6221 2.060
C 2.2746 -0.5013 3.9141 -0.426
N 1.2991 -1.2913 3.1086 -0.365
C 0.7094 -2.5913 3.5158 -0.435
C 0.6665 -0.7491 2.0788 0.684
O -0.3168 -1.2740 1.5138 -0.673
C 1.3085 0.5051 1.4246 -0.156
O 1.2127 0.3467 -0.0110 -0.573
C 1.7750 1.2710 -0.9661 -0.155
C 0.7081 1.8988 -1.7420 0.665
O -0.3854 1.2093 -1.8974 -0.739
N 0.7811 3.1713 -2.1236 -0.327
C 1.8637 4.1062 -1.8594 -0.433
C -0.4359 3.8072 -2.6820 -0.432
H 2.5607 -1.0508 4.8022 0.249
H 1.8345 0.4714 4.2189 0.219
H 3.2185 -0.3215 3.3615 0.215
H 0.6988 -3.2566 2.6308 0.242
H -0.3998 -2.4638 3.7788 0.240
H 1.2767 -3.1144 4.2656 0.231
H 2.3405 0.5484 1.7779 0.217
H 0.8025 1.4459 1.7559 0.219
H 2.4396 0.6439 -1.5582 0.259
H 2.4235 1.9368 -0.4079 0.224
H 2.8695 3.7250 -2.1115 0.232
H 1.7922 4.3657 -0.7923 0.216
H 1.6319 5.0471 -2.3977 0.249
H -0.8000 4.5372 -1.9331 0.229
H -1.1642 2.9763 -2.7543 0.259
H -0.2205 4.2255 -3.6806 0.233
Cl -3.4976 -1.0985 -2.4814 -0.117
C -4.9098 -0.3112 -1.3885 -0.276
Cl -5.7398 -1.5446 -0.4770 0.054
C -4.0356 0.8103 -0.3550 0.835
O -4.3848 1.9679 -0.1310 -0.594
O -3.0164 0.1850 0.0372 -0.831
H -5.5989 0.0208 -2.2073 0.244
Cl 0.4232 -5.4154 0.3415 0.069
C 0.1995 -4.6963 -1.1634 -0.325
Cl -0.9924 -5.7207 -2.1334 -0.020
C -0.3282 -3.2923 -1.0094 0.749
O -1.3360 -3.0537 -0.2686 -0.681
O 0.3183 -2.3450 -1.6155 -0.782
H 1.0973 -4.5820 -1.7563 0.246